1.
The following is a quantum chemistry calculation of C41H61I2N2O5SSc as an isolated structure, from OMol25.

XYZ file:
```
113
Properties=species:S:1:pos:R:3:forces:R:3:mulliken_charge:R:1
Sc 0.1087 -0.0352 0.0044 -0.0858 0.4658 0.4015 -0.844
C -1.5197 5.3359 -4.5638 -0.0098 0.0183 0.0032 -2.236
C -0.4045 4.4578 -5.1301 -0.0438 0.0280 0.0077 2.042
C 0.8434 5.3295 -5.3315 -0.0158 0.0043 -0.0195 -1.695
C -0.8729 3.9054 -6.4847 0.0251 0.0158 0.0055 -1.637
C -0.0667 3.2962 -4.2007 -0.0499 0.0551 0.0019 -0.418
C -0.6956 3.1029 -3.0023 -0.0434 0.0914 0.0249 -0.606
C -0.3302 2.0082 -2.1792 0.2153 -0.1381 -0.2644 -0.977
N -0.8303 1.6424 -0.9968 0.0589 0.0367 0.0542 0.535
C -1.8992 2.1978 -0.3172 0.0302 0.1022 -0.0016 0.020
C -3.0170 2.7904 -0.9129 -0.0649 0.0165 0.1537 -0.767
C -3.9836 3.3701 -0.1167 0.0160 -0.0220 -0.0442 -0.665
C -3.7355 3.4324 1.2608 -0.0077 0.0037 -0.0468 -0.306
C -2.6384 2.8604 1.8933 0.0158 -0.0675 -0.0765 -0.526
C -1.7701 2.0927 1.0871 -0.0553 0.1723 -0.1330 0.990
O -0.7571 1.3343 1.5459 0.0098 -0.2551 -0.1593 -0.936
C -2.3123 3.2000 3.3491 0.0345 0.0381 0.0849 2.460
C -2.2006 1.9705 4.2541 0.0581 0.0380 0.0440 -1.136
C -3.3562 4.1317 3.9718 -0.0057 0.0005 -0.0220 -2.389
C -0.9635 3.9420 3.3504 -0.0317 -0.0241 0.0454 -1.643
C -5.2623 3.9818 -0.6809 -0.0270 0.0222 -0.0373 2.103
C -5.2954 5.4840 -0.3632 -0.0358 -0.0189 -0.0078 -1.665
C -5.3559 3.8137 -2.1977 0.0066 0.0077 -0.0066 -1.894
C -6.4791 3.2957 -0.0455 0.0132 0.0226 0.0257 -1.648
C 0.7428 1.1358 -2.5921 0.0396 0.1761 -0.1605 0.593
O 1.0572 0.1755 -1.7621 0.0711 -0.2659 0.0853 0.412
C 1.3892 1.3280 -3.8374 -0.1127 0.0127 0.1249 -0.101
C 0.9521 2.3896 -4.5992 0.0120 -0.0013 0.0669 -0.457
C 2.5049 0.3879 -4.2876 0.0149 -0.0568 -0.0088 2.447
C 3.6768 0.4430 -3.2945 -0.0321 -0.0012 -0.0039 -1.395
C 3.0503 0.7632 -5.6657 -0.0272 0.0086 -0.0203 -2.420
C 1.9603 -1.0473 -4.3694 0.0331 -0.0137 0.0147 -1.277
H -1.7324 6.1483 -5.2595 0.0038 0.0027 -0.0113 0.483
H -1.2393 5.7846 -3.6090 0.0090 0.0016 0.0080 0.416
H -2.4439 4.7714 -4.4236 -0.0108 -0.0093 0.0026 0.406
H 0.6122 6.1668 -5.9922 -0.0079 0.0059 -0.0067 0.458
H 1.6626 4.7696 -5.7827 0.0187 -0.0165 -0.0086 0.336
H 1.1933 5.7331 -4.3801 -0.0024 -0.0025 0.0178 0.360
H -1.1155 4.7278 -7.1597 -0.0014 0.0133 -0.0022 0.477
H -1.7655 3.2893 -6.3646 -0.0124 -0.0112 0.0108 0.346
H -0.1057 3.2988 -6.9663 0.0174 -0.0124 -0.0072 0.313
H -1.4428 3.7956 -2.6477 0.0170 -0.0204 -0.0215 1.098
H -3.1317 2.7472 -1.9856 0.0391 -0.0085 -0.0130 0.934
H -4.4481 3.9729 1.8650 0.0005 0.0197 0.0346 0.582
H -3.0560 1.3021 4.1453 -0.0155 0.0005 -0.0138 0.259
H -2.1546 2.2900 5.2971 -0.0052 0.0007 0.0206 0.537
H -1.2893 1.4143 4.0468 -0.0275 0.0496 0.0230 -0.236
H -4.3383 3.6600 4.0377 -0.0159 -0.0131 -0.0049 0.426
H -3.4549 5.0657 3.4175 -0.0018 0.0096 -0.0124 0.427
H -3.0441 4.3837 4.9859 0.0104 -0.0009 0.0091 0.476
H -0.1792 3.3224 2.9150 0.0133 -0.0061 -0.0054 0.164
H -0.6819 4.1974 4.3745 0.0202 0.0031 0.0145 0.450
H -1.0308 4.8674 2.7766 -0.0093 0.0056 -0.0144 0.364
H -4.4386 5.9933 -0.8071 0.0175 -0.0013 -0.0115 0.333
H -5.2788 5.6716 0.7103 0.0014 -0.0019 0.0258 0.299
H -6.2059 5.9329 -0.7645 -0.0093 0.0068 -0.0054 0.486
H -4.5358 4.3201 -2.7112 0.0139 0.0090 -0.0087 0.274
H -6.2875 4.2516 -2.5578 -0.0115 0.0083 0.0060 0.479
H -5.3510 2.7618 -2.4906 0.0040 -0.0157 0.0075 0.325
H -6.4845 3.4145 1.0382 -0.0076 0.0000 0.0185 0.295
H -6.4821 2.2266 -0.2659 0.0098 -0.0131 -0.0100 0.339
H -7.4031 3.7272 -0.4340 -0.0129 0.0102 -0.0084 0.463
H 1.4244 2.5702 -5.5523 0.0295 -0.0163 -0.0554 0.585
H 4.0828 1.4544 -3.2356 -0.0065 0.0163 0.0047 0.361
H 4.4753 -0.2200 -3.6349 0.0131 -0.0152 0.0091 0.476
H 3.3622 0.1338 -2.2993 -0.0110 -0.0043 0.0372 -0.102
H 3.4802 1.7659 -5.6714 0.0134 0.0205 -0.0050 0.427
H 2.2810 0.7109 -6.4376 -0.0271 0.0092 -0.0093 0.440
H 3.8401 0.0638 -5.9427 0.0085 -0.0080 0.0103 0.451
H 1.5852 -1.3766 -3.4013 -0.0038 -0.0226 -0.0004 -0.141
H 2.7523 -1.7279 -4.6908 0.0149 -0.0036 -0.0055 0.515
H 1.1496 -1.1111 -5.0975 -0.0182 0.0109 -0.0152 0.299
O 0.6258 -2.1527 -0.0863 -0.0913 0.1042 0.0556 -0.394
S 2.0540 -2.6731 -0.1494 0.2237 -0.1655 -0.0048 0.747
C 1.9378 -4.1215 -1.2491 -0.0190 0.0290 0.0139 -0.674
C 2.3238 -5.3500 -0.4333 0.0204 -0.0275 -0.0066 -0.809
C 1.7922 -5.1020 0.9749 -0.0012 0.0205 0.0218 -0.508
C 2.2598 -3.6989 1.3385 -0.0222 0.0334 -0.0965 -0.706
H 2.5342 -3.9501 -2.1428 0.0298 0.0173 0.0284 0.480
H 0.8809 -4.1346 -1.5203 -0.0080 0.0312 -0.0136 0.180
H 3.4095 -5.4669 -0.4108 0.0023 -0.0033 -0.0024 0.327
H 1.9089 -6.2501 -0.8859 -0.0027 -0.0004 0.0129 0.378
H 2.1589 -5.8363 1.6910 -0.0096 0.0057 0.0129 0.400
H 0.7012 -5.1349 0.9880 -0.0074 -0.0111 -0.0132 0.209
H 3.3202 -3.6740 1.5968 0.0238 0.0072 -0.0361 0.488
H 1.6842 -3.2078 2.1228 -0.0197 -0.0007 0.0280 0.075
I -1.1930 -0.8745 2.6096 -0.0231 -0.1927 0.1294 0.708
I -1.3770 -3.5189 3.1424 0.0112 -0.1356 0.0935 -0.315
O 1.8523 0.3026 1.0983 0.0416 -0.1656 -0.3701 0.257
N 2.8090 0.3113 1.9805 -0.0021 0.0716 0.1852 -0.509
C 2.5088 0.5569 3.2694 -0.0608 0.0068 -0.0692 0.140
C 3.5094 0.5834 4.2158 -0.0469 0.0090 0.0024 -0.904
C 4.8227 0.3648 3.8333 0.0287 0.0022 0.0093 -0.171
C 5.1037 0.1258 2.4964 -0.0169 -0.0072 -0.0331 -0.925
C 4.0781 0.1037 1.5785 -0.1329 -0.0046 -0.0557 -0.046
H 1.4571 0.7278 3.4499 0.0217 0.0154 0.0633 0.390
H 3.2453 0.7820 5.2439 0.0024 0.0035 0.0103 0.445
H 5.6176 0.3890 4.5646 0.0111 -0.0040 0.0073 0.421
H 6.1137 -0.0390 2.1514 0.0119 0.0020 0.0034 0.463
H 4.1778 -0.0622 0.5160 0.0759 -0.0030 0.0116 0.422
C -3.3963 -2.5550 -1.4990 0.0315 -0.0192 -0.0314 -0.702
C -3.2455 -1.5149 -2.6009 0.0245 0.0288 0.0345 -0.595
C -1.8556 -0.9797 -2.3280 0.0873 0.0289 -0.0592 -0.027
O -1.7166 -0.9854 -0.8762 -0.3500 -0.1559 -0.3025 0.790
C -2.7298 -1.8756 -0.3186 0.0974 -0.0303 0.1928 -0.087
H -2.8600 -3.4691 -1.7619 0.0023 0.0098 -0.0198 0.261
H -4.4298 -2.8193 -1.2862 -0.0134 0.0193 0.0301 0.427
H -3.9798 -0.7154 -2.4864 -0.0232 -0.0166 0.0168 0.228
H -3.3405 -1.9293 -3.6024 0.0344 0.0100 -0.0197 0.433
H -1.7100 0.0363 -2.6818 0.0307 -0.0047 0.0225 -0.152
H -1.0741 -1.6229 -2.7426 -0.0203 0.0074 0.0003 0.163
H -3.4276 -1.2582 0.2495 0.0162 -0.0199 0.0052 0.243
H -2.2323 -2.5789 0.3467 -0.0205 0.0320 0.0068 -0.189
```
Positions in Å, forces in eV/Å.

## Properties
**Energy above the lowest of the compared OMol25 structures with the same formula, charge and spin**: 10.5 kcal/mol
**E**: -3838.89183 Eh
**Gap between HOMO and LUMO (alpha / beta)**: 6.0 / 5.9 eV
**Strongest force on any atom**: 0.0121 Eh/bohr
**Multiplicity**: 2
**Charge**: +1
**LUMO level (alpha / beta)**: -3.015 / -3.545 eV

---

2.
The following is a quantum chemistry calculation of C41H62BrN2O5Se2Si4SnTe as an isolated structure in a non-equilibrium geometry, from OMol25.

XYZ file:
```
119
Properties=species:S:1:pos:R:3:forces:R:3:mulliken_charge:R:1
Sn -12.4864 13.7197 13.5444 -0.3426 0.4159 0.0205 1.241
C -14.0157 11.5986 17.9650 0.0026 0.2862 -1.1173 -1.056
Se -14.6382 13.3391 17.2894 1.6708 0.2033 -0.1850 0.144
C -16.5143 13.1310 17.3696 -1.0160 -1.4146 0.8133 -0.899
C -17.1811 12.3245 16.2532 -0.1420 -0.7723 0.0130 -0.706
Se -16.3286 12.6207 14.5054 0.4605 0.1419 0.7036 0.248
C -17.8452 12.1763 13.4167 -0.3087 0.2734 0.2123 -0.826
H -14.3262 11.4973 18.9874 0.2126 -0.1896 0.4556 0.411
H -12.9261 11.5127 17.7847 -0.6214 0.3146 0.4650 0.220
H -14.4888 10.8576 17.3320 -0.1331 -0.3013 0.0776 0.289
H -16.9078 14.1142 17.3395 -0.2342 1.1377 0.0408 0.355
H -16.7133 12.7418 18.4011 -0.2248 0.1195 -0.9586 0.453
H -18.2348 12.5587 16.0930 0.0565 0.5231 0.2552 0.403
H -17.2291 11.2532 16.4792 0.5014 0.0878 -0.0418 0.393
H -18.0439 11.0966 13.4375 -0.0927 0.5130 -0.2247 0.310
H -17.4903 12.5515 12.4710 -0.1177 -0.3948 -0.7062 0.081
H -18.7102 12.8032 13.6789 0.1777 -0.4877 0.0940 0.346
O -10.8349 12.2672 14.9595 -0.9418 -0.2366 0.1483 -0.402
C -11.2789 10.9093 14.8768 0.9972 -0.0712 0.5518 -0.790
C -11.8863 10.5143 13.5563 -0.3415 -0.0161 -0.5474 0.759
C -11.9921 9.1716 13.2527 0.2274 -1.1215 0.1073 -0.753
C -12.6121 8.7257 12.0753 0.3295 1.2644 -0.5033 -0.733
C -13.0317 9.7114 11.1880 0.0281 1.5860 0.9214 -0.914
C -12.8441 11.0826 11.5307 -0.0899 -2.1021 -0.5367 -0.545
N -12.3122 11.4590 12.6995 0.0157 0.4880 -0.3387 1.194
H -10.1192 12.4754 14.3452 0.3774 -0.2952 -0.2078 0.093
H -12.0023 10.7105 15.7106 0.6018 0.4485 -0.7090 0.150
H -10.3889 10.2641 15.0418 -0.6070 0.1059 0.0292 0.374
H -11.5330 8.4612 13.9560 -0.3918 0.2440 -0.3589 0.439
H -12.6821 7.7037 11.7388 0.0020 -0.2889 0.5293 0.440
H -13.5658 9.5607 10.2595 0.2458 -0.4794 -0.0153 0.483
H -13.1673 11.7738 10.7585 0.2469 0.4100 0.7448 0.480
Br -16.3288 18.1247 6.7419 -0.0966 -0.1877 0.1259 -0.178
C -15.5777 16.9022 7.9796 1.9233 0.2895 -0.2866 -0.013
C -14.1811 16.9899 8.2246 -1.0009 -0.2275 0.5035 -0.558
C -13.6443 16.1925 9.2227 1.1137 0.0083 0.5535 -0.096
C -14.4273 15.2596 9.9301 -0.4958 -0.3885 -0.0377 0.384
C -15.7658 15.0955 9.5709 0.6761 0.8521 -0.1566 -0.540
C -16.3243 15.9436 8.6089 -0.1586 -0.2104 0.6197 -0.500
C -13.9420 14.4409 11.1170 -0.4880 -1.2909 -0.4990 0.278
O -14.4576 13.3032 11.3825 0.8633 2.5969 -0.1497 -0.688
O -12.9819 14.9710 11.7819 -0.1102 -0.4353 0.0340 0.091
H -13.5399 17.7160 7.7407 -0.2434 -0.0385 -0.1602 0.484
H -12.5589 16.3414 9.4633 -1.1376 -0.3526 -0.0736 0.318
H -16.3677 14.3966 10.1264 -0.1409 -0.1643 -0.0722 0.456
H -17.3731 15.9299 8.4426 -0.7494 -0.2093 -0.2551 0.453
C -15.2963 16.8437 15.6065 -0.2061 2.2425 -0.1209 0.244
Si -15.3901 18.0521 14.1264 -1.1137 -1.3641 -0.2734 0.483
C -16.2232 19.7084 14.3970 0.4756 -0.5191 -1.2338 -1.061
C -16.0396 17.0368 12.6072 0.3959 1.5770 0.9699 -0.661
Si -11.8707 18.3372 15.5876 0.0963 -0.0885 0.7526 0.207
Te -12.9877 18.4578 13.5201 0.3593 0.1494 -0.4225 -0.064
Si -9.6532 19.1461 15.5428 -0.1534 0.6794 -0.0882 0.740
C -9.1795 19.2035 13.7117 0.5107 0.6642 1.0557 -0.554
C -9.7120 20.9858 16.1831 0.8412 -1.5019 1.0090 -1.196
C -8.5539 18.0019 16.5687 0.0650 0.4210 0.7030 -1.001
Si -12.7782 18.2535 17.8213 -0.3452 0.5606 0.7702 1.033
C -13.9786 16.9858 18.5553 0.9592 0.9675 -0.8503 -1.097
C -13.6817 19.9533 17.9460 0.3678 -1.7274 -0.6184 -1.041
C -11.3778 18.1082 19.0928 -0.7671 -0.7168 0.3575 -1.449
H -16.1611 16.9263 16.2790 0.2655 -0.0408 -0.1334 0.422
H -14.3701 17.0816 16.1354 -0.3703 -0.3422 0.0853 -0.758
H -15.2420 15.8795 15.1902 0.1222 -1.4702 -0.4136 -0.144
H -17.1809 19.5877 14.8890 -0.0659 0.2247 0.2338 0.372
H -16.3629 20.1666 13.3990 -0.1255 -0.1781 0.4408 0.323
H -15.5059 20.3289 14.9036 -0.0822 0.4796 0.6384 0.319
H -17.0988 16.8441 12.7497 -0.1718 -0.1990 0.0990 0.455
H -15.4661 16.1147 12.6895 -0.0758 -0.0933 -0.6177 -0.146
H -15.9431 17.6213 11.6707 0.2724 -0.6932 0.3253 0.324
H -9.8848 19.6736 13.0139 -0.0579 -0.4714 0.2951 0.284
H -8.8776 18.1915 13.4583 -0.0416 0.0870 -0.4973 -0.265
H -8.3167 19.8898 13.7315 0.1053 -0.3792 -0.2560 0.517
H -10.6862 21.4133 16.1904 -0.9633 0.2499 0.1372 0.371
H -9.1941 21.4841 15.3775 0.5649 0.4850 0.0988 0.396
H -9.2428 21.1306 17.2131 -0.4445 -0.1214 -1.5443 0.298
H -8.1419 17.2173 15.9558 0.0089 -0.4459 -0.2490 0.220
H -8.9925 17.5655 17.4768 -0.4417 -0.0795 -0.5229 0.276
H -7.7056 18.5153 17.0277 0.1439 0.4058 -0.4415 0.403
H -14.9961 17.2600 18.4948 -1.1899 0.3234 -0.4442 0.407
H -13.6898 17.2194 19.5537 0.1183 -0.5575 1.1732 0.465
H -13.8579 15.9604 18.2805 0.2294 -0.6311 0.0977 0.038
H -14.5231 19.8359 17.2324 0.1626 0.4894 0.6895 0.174
H -13.0544 20.7948 17.6980 0.0344 0.3412 -0.0354 0.349
H -13.9641 19.9529 19.0017 -0.3822 0.3643 -0.1943 0.369
H -10.9171 17.1442 18.9603 0.2346 -0.6784 -0.1950 0.449
H -11.7709 18.0448 20.1305 -0.1485 0.2672 -0.6555 0.437
H -10.5705 18.7841 19.1335 0.8390 1.1671 -0.2830 0.484
C -7.1623 10.0456 14.1765 -0.4068 -0.4790 0.2715 -1.772
C -7.2290 11.4795 13.7276 0.6186 1.4441 -0.3454 1.197
C -6.5542 12.4657 14.4994 -1.0045 -0.5671 -0.0460 -0.819
C -6.5886 13.8141 14.1443 0.0431 0.3229 0.4066 -0.981
C -7.2758 14.2068 12.9954 -0.1768 2.2442 0.2936 -0.280
C -7.9180 13.2557 12.1853 1.1420 0.5518 0.7811 0.237
N -8.5461 13.6118 11.0087 -0.3273 -0.1552 -1.3849 0.290
C -8.8402 14.8976 10.5723 -0.7035 -0.0707 1.9389 -0.050
C -8.4883 15.2359 9.2961 -0.0739 0.0062 -0.0456 -1.085
C -8.7763 16.4626 8.8139 -0.7258 2.9440 -0.9602 -0.635
C -9.3903 17.4724 9.5877 0.7821 -1.8007 0.5283 -1.284
C -9.7077 17.0959 10.8906 -0.2528 1.3292 -0.5890 -0.244
C -9.5289 15.8256 11.4007 0.4058 -1.3367 -0.9059 1.399
C -10.2151 15.4057 12.6584 0.0857 -0.5361 0.6468 -0.637
O -10.5333 14.1242 12.8132 0.0567 0.9624 -0.2788 -0.986
O -10.4718 16.2585 13.5029 -0.2855 -0.0170 0.2424 -0.525
C -7.8182 11.9005 12.5125 -0.4914 -0.8818 -0.4400 1.000
C -8.3678 10.9394 11.4320 0.0657 -0.0202 2.1643 -1.943
H -6.9913 9.9828 15.2823 -0.0859 -0.0054 -1.0322 0.394
H -6.3571 9.5348 13.6467 0.2288 -0.0452 0.2076 0.407
H -8.0616 9.4460 13.9172 0.2983 0.5324 0.2722 0.319
H -6.1262 12.1423 15.4455 0.1417 0.1694 -0.1752 0.373
H -6.1150 14.5899 14.8124 -0.5144 -0.9992 -0.9128 0.338
H -7.3524 15.3617 12.7974 0.1580 -2.5155 0.0980 0.190
H -8.4389 12.9961 10.2052 0.0966 0.0092 0.6977 0.190
H -7.9943 14.5381 8.6758 0.5456 -0.7255 -0.5140 0.605
H -8.5077 16.7569 7.8080 0.1338 -0.3353 -0.1760 0.381
H -9.5565 18.4898 9.2528 0.0554 -0.2383 -0.1356 0.515
H -10.1030 17.9034 11.4686 -0.5533 -0.0936 0.7385 0.103
H -9.4629 10.9151 11.4604 0.0868 0.0809 -0.2738 0.278
H -8.0024 9.9441 11.6442 -0.0004 -0.3265 -0.0865 0.517
H -8.0066 11.2150 10.4654 0.1284 0.0710 -0.7055 0.515
```
Positions in Å, forces in eV/Å.

## Properties
**Energy above the lowest of the compared OMol25 structures with the same formula, charge and spin**: 54.5 kcal/mol
**E**: -11102.28826 Eh
**Gap between HOMO and LUMO**: 5.6 eV
**Strongest force on any atom**: 0.0619 Eh/bohr
**Charge**: +1
**LUMO level**: -3.867 eV

---

Question: Which value of E does entry 1 give?
Answer: -3838.89183 Eh

---

Question: Which formula does entry 2 have?
Answer: C41H62BrN2O5Se2Si4SnTe